A | The following is a quantum chemistry calculation of an isolated ion of composition C5H9N2 and charge +1, from the OMol25 dataset.

CARTESIAN COORDINATES (ANGSTROEM)
C -2.161 0.536 -0.254
C -0.743 0.860 0.246
C 0.259 -0.020 0.119
C 0.101 -1.371 -0.548
C 1.602 0.302 0.912
N 2.505 0.346 -0.092
N 3.059 0.075 -1.016
H -2.071 -0.067 -1.034
H -2.742 1.394 -0.386
H -2.614 -0.014 0.586
H -0.618 1.803 0.858
H 0.798 -2.132 -0.276
H 0.221 -1.261 -1.601
H -1.039 -1.511 -0.558
H 1.405 1.420 1.353
H 2.038 -0.359 1.692

The total charge is +1. Its spin multiplicity is 1. For the HOMO energy, the calculation gives -14.06 eV. The orbital gap comes out at 8.4163 eV.

Mulliken analysis output, partial charges in e: atom 1 (C): -1.50, atom 2 (C): -0.09, atom 3 (C): 0.77, atom 4 (C): -1.42, atom 5 (C): -0.34, atom 6 (N): 0.53, atom 7 (N): -0.13, atom 8 (H): 0.47, atom 9 (H): 0.39, atom 10 (H): 0.37, atom 11 (H): 0.19, atom 12 (H): 0.41, atom 13 (H): 0.43, atom 14 (H): 0.31, atom 15 (H): 0.32, atom 16 (H): 0.31

B | The following is a quantum chemistry calculation of C5H9N2 as an isolated structure, from the OMol25 dataset.

CARTESIAN COORDINATES (ANGSTROEM)
C -0.982 -0.726 0.523
C 0.427 -1.022 1.075
C 0.983 -2.099 1.904
C 0.036 1.583 -1.996
C -0.802 1.584 -0.740
N 0.983 0.013 0.519
N -0.406 0.400 0.036
H -1.931 -1.178 0.259
H 0.702 -3.122 1.423
H 0.669 -2.130 2.959
H 2.140 -1.825 1.892
H 1.132 1.979 -1.919
H -0.003 0.473 -2.355
H -0.466 2.236 -2.753
H -1.893 1.384 -0.699
H -0.591 2.450 -0.127

The total charge is +1. Its spin multiplicity is 1. For the HOMO energy, the calculation gives -15.04 eV. The orbital gap comes out at 8.5188 eV.

Mulliken analysis output, partial charges in e: atom 1 (C): 0.06, atom 2 (C): 0.42, atom 3 (C): -0.96, atom 4 (C): -0.94, atom 5 (C): -0.20, atom 6 (N): -0.57, atom 7 (N): 0.36, atom 8 (H): 0.38, atom 9 (H): 0.30, atom 10 (H): 0.33, atom 11 (H): 0.31, atom 12 (H): 0.32, atom 13 (H): 0.28, atom 14 (H): 0.35, atom 15 (H): 0.27, atom 16 (H): 0.29

C | The following is a quantum chemistry calculation of an isolated ion of composition C5H9N2 and charge +1, from the OMol25 dataset.

CARTESIAN COORDINATES (ANGSTROEM)
C -3.077 -0.925 0.137
N -2.204 -0.170 0.125
N -1.312 0.772 0.280
C -0.121 0.631 -0.214
C 0.772 1.821 0.058
C 0.476 -0.493 -0.831
C 1.159 -1.183 0.404
H -3.906 -1.537 0.271
H 0.983 2.379 -0.785
H 0.254 2.387 0.742
H 1.819 1.581 0.277
H 1.409 -0.162 -1.353
H -0.161 -1.152 -1.296
H 2.134 -0.935 0.607
H 0.704 -0.802 1.304
H 1.071 -2.212 0.274

The total charge is +1. Its spin multiplicity is 1. For the HOMO energy, the calculation gives -15.69 eV. The orbital gap comes out at 10.8713 eV.

Mulliken analysis output, partial charges in e: atom 1 (C): -0.12, atom 2 (N): 0.19, atom 3 (N): -0.51, atom 4 (C): 0.80, atom 5 (C): -1.31, atom 6 (C): -0.52, atom 7 (C): -1.16, atom 8 (H): 0.59, atom 9 (H): 0.39, atom 10 (H): 0.46, atom 11 (H): 0.34, atom 12 (H): 0.24, atom 13 (H): 0.47, atom 14 (H): 0.44, atom 15 (H): 0.37, atom 16 (H): 0.32

D | The following is a quantum chemistry calculation of an isolated ion of composition C5H9N2 and charge +1, from the OMol25 dataset.

CARTESIAN COORDINATES (ANGSTROEM)
C 3.492 -1.021 -0.208
N 3.010 0.167 0.101
C 1.905 0.788 0.221
N 0.407 0.205 -0.097
C -0.723 0.047 -0.349
C -2.086 -0.332 -0.570
C -3.012 0.235 0.559
H 4.592 -1.112 -0.222
H 2.940 -1.897 -0.519
H 1.778 1.000 1.348
H 1.790 1.673 -0.384
H -2.166 -1.365 -0.926
H -2.264 0.308 -1.441
H -3.652 0.996 0.207
H -2.391 0.825 1.261
H -3.621 -0.519 1.016

The total charge is +1. Its spin multiplicity is 1. For the HOMO energy, the calculation gives -14.88 eV. The orbital gap comes out at 11.4879 eV.

Mulliken analysis output, partial charges in e: atom 1 (C): -0.17, atom 2 (N): -0.24, atom 3 (C): -0.28, atom 4 (N): -0.11, atom 5 (C): 0.25, atom 6 (C): -0.13, atom 7 (C): -1.08, atom 8 (H): 0.26, atom 9 (H): 0.25, atom 10 (H): 0.32, atom 11 (H): 0.33, atom 12 (H): 0.40, atom 13 (H): 0.22, atom 14 (H): 0.35, atom 15 (H): 0.35, atom 16 (H): 0.29

Short version: D is the most stable of them.

A | The following is a quantum chemistry calculation of a 2-piece molecular cluster, C5H9N2 overall, from the OMol25 dataset.

CARTESIAN COORDINATES (ANGSTROEM)
C -0.094 -0.128 -1.188
C -0.131 0.457 1.349
C -0.043 1.420 4.052
C -0.058 0.235 0.192
C 0.725 -2.006 -2.691
N 0.407 -1.273 -1.483
N -0.684 0.765 -1.904
H -0.148 0.844 2.396
H 0.600 0.665 4.111
H -1.051 1.125 3.749
H 0.226 2.334 4.504
H 0.828 -3.131 -2.318
H -0.199 -2.069 -3.336
H 1.589 -1.482 -3.031
H -1.050 1.598 -1.525
H -0.917 0.645 -2.876

The total charge is +1. Its spin multiplicity is 1. For the HOMO energy (alpha / beta), the calculation gives -15.15 / -12.34 eV. The orbital gap (alpha / beta) comes out at 11.2964 / 4.8251 eV.

Mulliken analysis output, partial charges in e: atom 1 (C): 0.02, atom 2 (C): 1.91, atom 3 (C): -0.96, atom 4 (C): -0.93, atom 5 (C): -0.71, atom 6 (N): -0.11, atom 7 (N): -0.31, atom 8 (H): -0.35, atom 9 (H): 0.35, atom 10 (H): 0.28, atom 11 (H): 0.34, atom 12 (H): 0.29, atom 13 (H): 0.34, atom 14 (H): 0.37, atom 15 (H): 0.24, atom 16 (H): 0.23

B | The following is a quantum chemistry calculation of an isolated ion of composition C5H9N2 and charge +1, from the OMol25 dataset.

CARTESIAN COORDINATES (ANGSTROEM)
C -0.719 -0.300 2.196
C 0.128 0.658 1.269
C 0.110 0.277 -0.170
C -0.259 1.042 -1.238
N 0.059 0.231 -2.337
C 0.614 -0.909 -1.966
N 0.504 -0.946 -0.617
H -0.646 0.078 3.209
H -1.726 -0.311 1.802
H -0.206 -1.261 2.192
H -0.158 1.682 1.469
H 1.160 0.563 1.621
H -0.714 2.011 -1.304
H 0.048 0.533 -3.295
H 0.860 -1.648 -2.711
H 0.946 -1.699 -0.120

The total charge is +1. Its spin multiplicity is 1. For the HOMO energy, the calculation gives -14.19 eV. The orbital gap comes out at 10.7567 eV.

Mulliken analysis output, partial charges in e: atom 1 (C): -1.07, atom 2 (C): -0.63, atom 3 (C): 0.45, atom 4 (C): -0.49, atom 5 (N): -0.02, atom 6 (C): -0.20, atom 7 (N): -0.02, atom 8 (H): 0.35, atom 9 (H): 0.35, atom 10 (H): 0.32, atom 11 (H): 0.35, atom 12 (H): 0.30, atom 13 (H): 0.41, atom 14 (H): 0.23, atom 15 (H): 0.40, atom 16 (H): 0.27

Short version: B is the most stable of them.

A | The following is a quantum chemistry calculation of C5H9N2 as an isolated structure, from the OMol25 dataset.

CARTESIAN COORDINATES (ANGSTROEM)
C 0.289 0.348 -0.280
C 1.515 0.912 0.308
C -1.079 0.997 -0.176
C 2.099 -0.531 0.003
C -2.763 -0.568 0.445
N -2.014 -0.102 -0.423
N 0.803 -0.818 -0.586
H 2.022 1.720 -0.043
H 1.486 1.096 1.437
H -1.035 1.445 0.775
H -1.212 1.675 -0.969
H 2.777 -0.700 -0.837
H 2.234 -0.980 0.932
H -3.233 -1.545 0.233
H -2.970 -0.377 1.460
H 0.417 -1.669 -0.977

The total charge is +1. Its spin multiplicity is 1. For the HOMO energy, the calculation gives -13.97 eV. The orbital gap comes out at 9.4573 eV.

Mulliken analysis output, partial charges in e: atom 1 (C): 0.43, atom 2 (C): -0.67, atom 3 (C): -0.49, atom 4 (C): -0.36, atom 5 (C): -0.26, atom 6 (N): -0.43, atom 7 (N): -0.08, atom 8 (H): 0.38, atom 9 (H): 0.27, atom 10 (H): 0.44, atom 11 (H): 0.34, atom 12 (H): 0.33, atom 13 (H): 0.27, atom 14 (H): 0.25, atom 15 (H): 0.30, atom 16 (H): 0.27

B | The following is a quantum chemistry calculation of an isolated ion of composition C5H9N2 and charge +1, from the OMol25 dataset.

CARTESIAN COORDINATES (ANGSTROEM)
C 0.313 -1.774 -1.998
C 0.361 -1.653 -0.440
C -0.020 -0.317 0.109
C -0.835 0.668 -0.369
N -0.749 1.742 0.494
C 0.199 1.479 1.420
N 0.624 0.247 1.191
H -0.516 -1.251 -2.459
H 1.282 -1.506 -2.412
H 0.218 -2.853 -2.104
H -0.320 -2.418 -0.064
H 1.344 -1.958 -0.067
H -1.312 0.709 -1.331
H -1.431 2.425 0.789
H 0.661 2.149 2.124
H 1.465 -0.224 1.478

The total charge is +1. Its spin multiplicity is 1. For the HOMO energy, the calculation gives -14.20 eV. The orbital gap comes out at 10.6235 eV.

Mulliken analysis output, partial charges in e: atom 1 (C): -1.06, atom 2 (C): -0.45, atom 3 (C): 0.37, atom 4 (C): -0.47, atom 5 (N): -0.07, atom 6 (C): -0.23, atom 7 (N): -0.06, atom 8 (H): 0.37, atom 9 (H): 0.29, atom 10 (H): 0.32, atom 11 (H): 0.29, atom 12 (H): 0.35, atom 13 (H): 0.36, atom 14 (H): 0.29, atom 15 (H): 0.40, atom 16 (H): 0.29

Short version: B is the most stable of them.

A | The following is a quantum chemistry calculation of a single C22H30N4O2 molecule, from the OMol25 dataset.

CARTESIAN COORDINATES (ANGSTROEM)
C -0.417 -5.940 -3.433
C -0.276 -5.547 -4.898
C -1.220 -4.402 -5.284
N -0.870 -3.181 -4.614
C -1.369 -2.697 -3.460
C -0.671 -1.544 -3.165
C -0.862 -0.655 -1.981
N -0.841 -1.428 -0.745
C 0.404 -2.133 -0.511
C 1.608 -1.206 -0.299
C 1.266 -0.033 0.578
C 2.275 0.797 1.054
C 1.986 1.895 1.837
C 0.662 2.190 2.159
N 0.416 3.314 2.951
C -0.754 3.813 3.401
O -1.861 3.358 3.205
C -0.558 5.101 4.231
C -1.360 5.021 5.531
C -0.334 4.397 6.473
C 0.961 5.048 5.991
O 0.803 5.291 4.598
C -0.352 1.370 1.685
C -0.056 0.265 0.899
C -1.174 -0.629 0.418
C 0.252 -1.414 -4.225
C 1.259 -0.341 -4.448
N 0.111 -2.413 -5.081
H -1.429 -6.278 -3.222
H -0.194 -5.095 -2.786
H 0.271 -6.746 -3.190
H -0.498 -6.406 -5.534
H 0.748 -5.229 -5.100
H -2.251 -4.657 -5.025
H -1.151 -4.220 -6.360
H -2.165 -3.180 -2.932
H -1.849 -0.183 -2.041
H -0.109 0.149 -1.996
H 0.256 -2.752 0.379
H 0.593 -2.796 -1.359
H 1.957 -0.832 -1.266
H 2.434 -1.771 0.141
H 3.303 0.573 0.805
H 2.782 2.530 2.201
H 1.232 3.845 3.241
H -0.867 5.941 3.597
H -2.255 4.417 5.397
H -1.641 6.018 5.871
H -0.533 4.603 7.522
H -0.296 3.317 6.322
H 1.841 4.417 6.136
H 1.129 6.009 6.495
H -1.377 1.596 1.930
H -1.438 -1.323 1.228
H -2.062 -0.032 0.198
H 0.774 0.633 -4.503
H 1.984 -0.315 -3.634
H 1.783 -0.532 -5.380

Its spin multiplicity is 1. For the HOMO energy, the calculation gives -8.20 eV. The orbital gap comes out at 8.9668 eV.

Mulliken analysis output, partial charges in e: atom 1 (C): -0.83, atom 2 (C): -0.36, atom 3 (C): -0.88, atom 4 (N): 0.87, atom 5 (C): -0.33, atom 6 (C): 0.25, atom 7 (C): -0.93, atom 8 (N): 0.06, atom 9 (C): -0.73, atom 10 (C): -0.68, atom 11 (C): 0.76, atom 12 (C): -1.22, atom 13 (C): -0.87, atom 14 (C): 0.77, atom 15 (N): -0.09, atom 16 (C): 0.16, atom 17 (O): -0.69, atom 18 (C): 0.39, atom 19 (C): -0.79, atom 20 (C): -0.57, atom 21 (C): -0.44, atom 22 (O): -0.57, atom 23 (C): -0.42, atom 24 (C): 1.15, atom 25 (C): -2.29, atom 26 (C): 0.35, atom 27 (C): -1.14, atom 28 (N): -1.24, atom 29 (H): 0.29, atom 30 (H): 0.06, atom 31 (H): 0.36, atom 32 (H): 0.34, atom 33 (H): 0.29, atom 34 (H): 0.37, atom 35 (H): 0.30, atom 36 (H): 0.45, atom 37 (H): 0.46, atom 38 (H): 0.51, atom 39 (H): 0.53, atom 40 (H): 0.05, atom 41 (H): -0.02, atom 42 (H): 0.59, atom 43 (H): 0.45, atom 44 (H): 0.40, atom 45 (H): 0.17, atom 46 (H): 0.31, atom 47 (H): 0.37, atom 48 (H): 0.35, atom 49 (H): 0.38, atom 50 (H): 0.26, atom 51 (H): 0.29, atom 52 (H): 0.30, atom 53 (H): 0.70, atom 54 (H): 0.42, atom 55 (H): 0.41, atom 56 (H): 0.31, atom 57 (H): 0.23, atom 58 (H): 0.38

B | The following is a quantum chemistry calculation of C22H30N4O2 as an isolated structure, from the OMol25 dataset.

CARTESIAN COORDINATES (ANGSTROEM)
C 3.354 -4.906 3.032
C 2.218 -3.832 2.556
C 2.718 -2.585 1.988
H 3.491 -2.149 2.777
H 3.682 -2.790 1.030
C 1.905 -1.643 1.636
N 1.663 -1.544 0.338
C 0.763 -2.704 -0.542
C 1.578 -3.885 -1.117
H 2.294 -4.172 -0.337
H 0.745 -4.755 -1.294
H 2.092 -3.643 -1.996
H 0.249 -2.947 0.229
H 0.037 -2.264 -1.171
C 2.610 -1.035 -0.767
H 3.177 -0.306 0.104
C 2.139 -0.178 -1.835
N 1.071 0.644 -1.379
C 0.807 1.931 -1.967
O 1.696 2.343 -2.590
C -0.079 2.674 -1.320
C 0.175 3.886 -0.751
N -0.723 4.783 -0.174
C -1.886 4.403 0.434
O -2.690 5.108 0.679
C -2.292 3.168 -0.136
C -1.252 2.367 -0.871
C -2.312 1.006 -1.116
C -1.886 -0.132 -1.706
C -2.931 -1.001 -1.772
C -4.237 -0.939 -1.181
C -4.344 0.244 -0.553
C -3.447 1.261 -0.402
N -3.297 2.536 0.134
C -4.451 3.040 0.903
H -4.462 3.971 1.257
H -5.433 3.058 0.097
H -4.756 2.442 2.041
H -5.348 0.387 0.109
H -4.936 -1.810 -1.047
H -2.783 -1.837 -2.260
H -1.048 -0.358 -2.142
C -0.098 6.139 0.072
H -0.828 6.730 0.622
H -0.005 6.595 -0.957
H 0.705 6.347 0.581
H 1.196 4.559 -1.194
H 0.476 0.516 -0.688
H 2.717 0.214 -2.492
H 1.611 -1.168 -2.504
H 3.266 -1.780 -1.018
H 2.061 -0.659 1.843
H 0.714 -1.768 1.973
H 1.725 -3.622 3.550
H 1.620 -4.267 1.939
H 2.839 -5.858 3.566
H 4.046 -5.220 2.015
H 4.084 -4.597 3.770

Its spin multiplicity is 1. For the HOMO energy, the calculation gives -6.97 eV. The orbital gap comes out at 7.4448 eV.

Mulliken analysis output, partial charges in e: atom 1 (C): -1.15, atom 2 (C): -0.65, atom 3 (C): 0.10, atom 4 (H): 0.32, atom 5 (H): 0.09, atom 6 (C): -1.51, atom 7 (N): 0.28, atom 8 (C): -0.88, atom 9 (C): -1.00, atom 10 (H): 0.17, atom 11 (H): 0.31, atom 12 (H): 0.38, atom 13 (H): 0.98, atom 14 (H): 0.07, atom 15 (C): -0.71, atom 16 (H): 0.35, atom 17 (C): -1.47, atom 18 (N): -0.03, atom 19 (C): 0.06, atom 20 (O): -0.65, atom 21 (C): 1.35, atom 22 (C): -0.35, atom 23 (N): 0.06, atom 24 (C): 0.44, atom 25 (O): -0.53, atom 26 (C): -0.57, atom 27 (C): 0.09, atom 28 (C): 0.77, atom 29 (C): -1.01, atom 30 (C): -0.96, atom 31 (C): -0.87, atom 32 (C): -0.34, atom 33 (C): -0.15, atom 34 (N): 0.10, atom 35 (C): -1.12, atom 36 (H): 0.54, atom 37 (H): 0.26, atom 38 (H): 0.22, atom 39 (H): 0.11, atom 40 (H): 0.35, atom 41 (H): 0.63, atom 42 (H): 1.45, atom 43 (C): -1.35, atom 44 (H): 0.37, atom 45 (H): 0.41, atom 46 (H): 0.49, atom 47 (H): 0.18, atom 48 (H): 0.29, atom 49 (H): 0.85, atom 50 (H): 0.09, atom 51 (H): 0.54, atom 52 (H): 0.61, atom 53 (H): 0.38, atom 54 (H): 0.30, atom 55 (H): 0.48, atom 56 (H): 0.29, atom 57 (H): 0.21, atom 58 (H): 0.35

Short version: A is the most stable of them.